{"formula": "C29H21N5O4S2Y", "method": "ωB97M-V with the def2-TZVPD basis set", "symbols": ["Y", "S", "S", "O", "O", "O", "O", "N", "N", "N", "N", "N", "C", "C", "C", "C", "C", "C", "C", "C", "C", "C", "C", "C", "C", "C", "C", "C", "C", "C", "C", "C", "C", "C", "C", "C", "C", "C", "C", "C", "C", "H", "H", "H", "H", "H", "H", "H", "H", "H", "H", "H", "H", "H", "H", "H", "H", "H", "H", "H", "H", "H"], "positions_angstrom": [[-0.39996, 0.18369, -0.24002], [-3.09723, 2.79421, 0.72469], [-0.94590, 1.78206, -2.77972], [-1.98249, 1.07196, -2.00843], [-2.75047, -4.94362, -0.42568], [-1.12469, 3.19533, -2.96233], [-0.38921, -1.61350, -1.53457], [0.35944, 1.40173, -1.94781], [2.10304, 0.31823, -0.27823], [-1.50343, -2.71847, 0.14692], [-1.17989, -1.60137, 0.88466], [-0.24523, 0.46441, 2.26860], [2.18145, 2.18738, -3.41371], [-1.34003, -3.76549, -1.99252], [-0.80627, 1.20610, -6.75586], [-1.36246, -0.29553, 4.28465], [2.60964, 0.96189, -1.37538], [-0.89955, -0.17582, -6.85108], [4.33150, -0.18289, 0.42446], [4.46568, 1.71258, -2.77211], [-2.18690, -4.83319, -1.63611], [2.93720, -0.22561, 0.57897], [-1.01287, -4.76743, -4.17630], [-0.95424, 0.82760, 4.94988], [-0.17570, 1.78805, 4.26845], [-1.87762, -5.80115, -3.82480], [3.56775, 2.25999, -3.64341], [-0.99630, -0.35914, -4.45689], [-1.42484, -1.60098, 2.18096], [-1.94640, 1.84806, 0.45190], [1.68239, 1.55318, -2.29743], [0.13888, 1.55663, 2.95370], [-1.05285, -2.63427, -1.08693], [-0.80913, 1.81717, -5.51121], [-2.45599, -5.83357, -2.57209], [-1.00011, -0.47704, 2.93277], [-0.90177, 1.02383, -4.37828], [4.85509, 0.45045, -0.66663], [3.99703, 1.05027, -1.61451], [-0.75729, -3.76450, -3.26277], [-0.99440, -0.95757, -5.70629], [-1.06317, -0.94457, -3.54908], [2.49349, -0.72222, 1.43507], [1.49525, 2.64636, -4.11209], [5.92620, 0.50136, -0.82068], [-0.08501, -2.95226, -3.50695], [3.92475, 2.76803, -4.52999], [-0.76091, 2.89316, -5.40720], [0.73771, 2.27477, 2.40084], [5.53112, 1.77769, -2.95063], [-0.54293, -4.75384, -5.15130], [0.16880, 2.68582, 4.76086], [-1.22710, 0.98121, 5.98567], [-1.92033, -2.44144, 2.65763], [-3.11927, -6.63740, -2.28093], [-2.09545, -6.59085, -4.53287], [-2.40410, -4.18987, 0.12297], [4.96548, -0.65121, 1.16369], [-1.07508, -2.03444, -5.78020], [-0.73900, 1.80958, -7.65131], [-1.96528, -1.04900, 4.77435], [-0.90561, -0.64699, -7.82555]], "forces_ev_per_a": [[1.01, -0.73, 0.53], [0.33, -0.21, 0.06], [0.23, 0.09, -0.06], [0.27, -0.04, -0.03], [0.04, 0.08, 0.13], [-0.01, -0.01, -0.12], [-0.16, -0.15, 0.11], [0.04, 0.47, -0.92], [-0.10, 0.20, -0.13], [-0.02, -0.33, -0.08], [-0.15, -0.43, 0.04], [-0.17, -0.03, -0.39], [-0.17, -0.03, 0.15], [0.07, 0.03, -0.14], [0.01, -0.02, -0.03], [0.16, 0.20, 0.19], [0.05, 0.03, -0.10], [0.00, 0.00, 0.00], [0.11, 0.01, -0.02], [0.00, 0.06, -0.08], [0.11, 0.02, -0.06], [-0.12, -0.02, 0.03], [0.01, -0.02, -0.05], [-0.10, -0.17, 0.00], [0.09, 0.08, -0.12], [0.00, 0.04, 0.01], [0.15, -0.02, 0.02], [0.05, 0.03, 0.01], [0.01, 0.01, 0.19], [-1.34, 1.28, 0.54], [0.25, 0.14, -0.20], [0.04, 0.01, 0.17], [-0.21, -0.21, 0.44], [-0.01, 0.05, 0.04], [0.00, -0.03, -0.01], [-0.10, -0.32, -0.22], [0.03, 0.01, 0.13], [-0.05, 0.00, 0.01], [-0.12, -0.06, 0.08], [-0.04, -0.02, 0.05], [0.01, 0.01, 0.01], [-0.02, -0.02, -0.01], [-0.01, 0.01, 0.00], [0.03, 0.02, -0.01], [0.00, -0.01, 0.01], [0.00, -0.02, 0.01], [-0.02, 0.00, -0.01], [0.00, -0.01, -0.02], [-0.02, 0.01, -0.01], [0.00, -0.01, 0.00], [0.00, 0.00, 0.00], [0.01, 0.00, -0.01], [0.00, 0.00, 0.00], [-0.03, 0.02, -0.01], [0.00, 0.01, 0.01], [0.00, -0.01, 0.00], [-0.10, 0.00, -0.09], [-0.01, 0.00, 0.01], [-0.01, 0.00, -0.01], [0.00, 0.00, 0.00], [0.00, -0.02, -0.01], [0.01, 0.00, 0.00]], "s_squared": 0.76, "lumo_energy_ev": [-1.199, -1.116], "largest_force_ev_per_a": 1.93, "multiplicity": 2, "e_above_lowest_kcal_mol": 8.2}